# 1
Below is a single C16H15NO5 molecule at a distorted geometry, with properties calculated with wB97M-V/def2-TZVPD.

## Properties
HOMO energy in eV: -9.601
SMILES: C=CCOC(=O)[C@@H]1C(C)=N[C@]2(O)c3ccccc3C(=O)[C@]12O
Total energy in hartree: -1049.53653
Charge: 0
LUMO energy in Eh: -0.0038
ΔE to the lowest compared entry with this formula, charge and spin in kJ/mol: 490.6
F_max in eV/A: 6.43

Element x y z (Å)
O -0.984 -0.890 0.460
O 2.544 -1.043 -0.643
N -0.908 2.121 -0.499
O 0.508 -0.977 2.284
O 0.607 3.026 -1.816
O 2.389 1.855 -0.276
C -0.056 -0.389 1.180
C 1.723 -0.233 -1.196
C -0.624 1.893 0.766
C -0.574 -1.959 4.720
C 0.395 -2.615 3.958
C -0.365 -1.482 -4.105
C -1.103 -0.289 -4.240
C 0.668 -1.604 -3.226
C -0.924 0.751 -3.419
C 0.819 -0.549 -2.351
C 0.031 0.548 -2.364
C -1.589 2.102 1.921
C 0.318 -2.356 2.396
C 0.544 0.996 0.931
C 0.281 1.707 -1.321
C 1.307 1.070 -0.482
H -0.107 3.565 -1.571
H 2.245 2.528 -0.963
H -0.605 -2.068 5.809
H -1.181 -1.313 4.147
H 1.021 -3.382 4.343
H -0.612 -2.234 -4.889
H -1.720 -0.240 -5.088
H 1.342 -2.414 -3.076
H -1.565 1.682 -3.553
H -1.066 2.149 2.786
H -2.368 1.411 1.931
H -2.151 3.024 1.762
H -0.621 -2.808 1.930
H 1.209 -2.988 2.010
H 1.171 1.404 1.744

---

# 2
Below is a molecular structure, C16H30N2O3PtSi2 at a distorted geometry, with properties calculated with wB97M-V/def2-TZVPD.

## Properties
HOMO energy in eV: -14.384
Total energy in hartree: -1660.69734
Charge: +2
LUMO energy in Eh: -0.2346
ΔE to the lowest compared entry with this formula, charge and spin in kJ/mol: 0.0
F_max in eV/A: 1.25

Element x y z (Å)
Pt 0.328 0.599 -0.096
C 2.863 -2.489 0.831
Si -0.088 -2.421 -0.061
C 0.110 -2.931 -1.816
C -0.172 -3.832 1.116
C -1.066 -0.919 0.286
C -1.288 -0.535 1.745
C -1.949 -1.278 2.709
C -2.076 -0.725 3.977
C -1.545 0.529 4.243
C -0.894 1.204 3.225
N -0.781 0.670 2.009
Si -2.306 -0.149 -0.936
C -4.027 -0.800 -0.733
C -1.816 -0.382 -2.717
C -2.183 1.680 -0.492
H 3.455 -2.843 -0.006
H 2.440 -3.305 1.405
H 3.389 -1.786 1.467
H 0.835 -3.744 -1.893
H 0.407 -2.110 -2.468
H -0.842 -3.318 -2.187
H 0.555 -4.612 0.885
H -1.160 -4.291 1.006
H -0.069 -3.529 2.159
H -2.375 -2.245 2.477
H -2.595 -1.273 4.753
H -1.640 0.977 5.221
H -0.453 2.182 3.369
H -4.056 -1.860 -0.998
H -4.757 -0.291 -1.362
H -4.371 -0.704 0.301
H -1.949 -1.406 -3.066
H -0.797 -0.062 -2.942
H -2.491 0.239 -3.314
H -2.563 1.897 0.505
H -2.807 2.183 -1.239
H -1.236 2.247 -0.570
C 3.020 -0.305 -1.059
C 1.739 -0.547 -0.350
O 1.672 -1.769 0.307
H 3.179 -1.159 -1.727
H 3.872 -0.258 -0.375
H 2.954 0.617 -1.627
N 2.861 5.016 -1.893
C 2.235 4.536 -0.611
C 1.807 3.080 -0.854
O 1.234 2.559 0.152
O 2.058 2.598 -1.953
H 2.357 5.799 -2.307
H 2.806 4.194 -2.530
H 3.835 5.296 -1.780
H 1.378 5.161 -0.379
H 2.963 4.613 0.192

---

# 3
Below is a single C18H25N3O3 molecule at a distorted geometry, with properties calculated with wB97M-V/def2-TZVPD.

## Properties
HOMO energy in eV: -9.165
SMILES: CO[C@@H](c1ccccc1)c1nnc(CCC(=O)NCCC(C)C)o1
Total energy in hartree: -1090.88403
Charge: 0
LUMO energy in Eh: 0.0238
ΔE to the lowest compared entry with this formula, charge and spin in kJ/mol: 242.4
F_max in eV/A: 1.50

Element x y z (Å)
C 3.885 0.396 3.292
H 4.639 1.193 3.294
O 3.922 -0.332 2.087
C 3.771 0.442 0.931
C 2.426 1.094 0.822
N 1.367 0.899 1.529
N 0.393 1.676 1.001
C 0.903 2.304 -0.006
O 2.207 1.984 -0.176
C 0.247 3.279 -0.907
H 0.424 2.973 -1.943
C -1.256 3.404 -0.645
H -1.436 3.531 0.422
H -1.632 4.273 -1.186
C -2.005 2.179 -1.171
O -2.471 2.142 -2.293
N -2.096 1.174 -0.285
H -1.575 1.242 0.581
C -2.731 -0.090 -0.587
C -3.813 -0.409 0.444
H -3.347 -0.543 1.424
H -4.483 0.451 0.507
C -4.637 -1.653 0.098
C -3.794 -2.925 0.157
H -4.416 -3.797 -0.030
H -3.341 -3.034 1.141
H -3.004 -2.909 -0.589
C -5.820 -1.769 1.058
H -5.468 -1.878 2.081
H -6.429 -2.637 0.811
H -6.450 -0.884 1.003
H -5.025 -1.538 -0.920
H -3.168 0.007 -1.584
H -1.973 -0.880 -0.606
H 0.734 4.250 -0.767
C 3.904 -0.451 -0.286
C 3.223 -1.661 -0.312
C 3.306 -2.476 -1.426
C 4.056 -2.083 -2.521
C 4.729 -0.874 -2.499
C 4.655 -0.057 -1.383
H 5.181 0.886 -1.367
H 5.316 -0.564 -3.351
H 4.117 -2.718 -3.393
H 2.779 -3.419 -1.441
H 2.643 -1.952 0.550
H 4.532 1.244 0.894
H 2.895 0.829 3.465
H 4.113 -0.320 4.078

---

# 4
Below is a single C8H8N2O molecule at a distorted geometry, with properties calculated with wB97M-V/def2-TZVPD.

## Properties
HOMO energy in eV: -8.513
Total energy in hartree: -494.26327
Charge: 0
LUMO energy in Eh: -0.0027
ΔE to the lowest compared entry with this formula, charge and spin in kJ/mol: 447.7
F_max in eV/A: 4.46

Element x y z (Å)
C -0.394 -1.057 -3.007
C -0.398 -1.828 -0.687
C -0.480 -1.627 0.786
C -0.364 -0.826 -1.592
C -0.605 -0.456 1.370
C -0.800 0.481 2.246
C 0.270 1.162 -0.337
C 1.625 0.945 0.132
N -0.436 -1.357 -4.122
N -0.468 0.461 -1.077
O -0.236 2.383 -0.001
H -0.813 -2.755 -1.012
H -0.173 -2.484 1.359
H -1.749 0.473 2.790
H -0.055 1.196 2.559
H 1.776 1.446 1.089
H 2.439 1.314 -0.403
H 1.868 -0.067 0.349
H -1.006 2.594 -0.441

---

# 5
Below is 2 unconnected molecules or ions with the total composition C18H26ClSi at a distorted geometry, with properties calculated with wB97M-V/def2-TZVPD.

## Properties
HOMO energy in eV: -10.893
Total energy in hartree: -1450.90047
Charge: +1
LUMO energy in Eh: -0.2104
ΔE to the lowest compared entry with this formula, charge and spin in kJ/mol: 0.0
F_max in eV/A: 1.92

Element x y z (Å)
C -1.465 -1.275 -0.714
C -0.123 -1.250 -1.372
C 0.766 -2.261 -1.255
C 2.048 -2.417 -2.011
Si 3.490 -1.502 -1.115
C 5.065 -1.718 -2.102
C 2.994 0.299 -1.019
C 3.668 -2.260 0.586
H -2.028 -0.397 -1.056
H -2.028 -2.190 -0.990
H -1.406 -1.228 0.387
H 0.065 -0.431 -2.083
H 0.557 -3.087 -0.559
H 2.365 -3.474 -2.028
H 2.003 -2.036 -3.046
H 5.886 -1.177 -1.613
H 5.364 -2.773 -2.180
H 4.969 -1.322 -3.122
H 3.774 0.864 -0.491
H 2.892 0.732 -2.025
H 2.042 0.451 -0.490
H 4.440 -1.723 1.154
H 2.733 -2.213 1.161
H 3.973 -3.316 0.529
Cl -6.894 2.795 -0.997
C -5.401 2.374 -0.271
C -5.348 1.344 0.677
C -4.120 0.964 1.223
C -2.909 1.580 0.820
C -1.654 1.163 1.386
C -0.353 1.892 1.145
C 0.625 1.348 2.239
C -0.239 0.414 3.034
C -1.529 0.362 2.543
C -3.009 2.667 -0.086
C -4.229 3.050 -0.630
H -6.266 0.861 0.979
H -4.111 0.218 2.011
H 0.072 1.834 0.135
H -0.560 2.961 1.338
H 1.519 0.871 1.807
H 0.991 2.191 2.843
H 0.137 -0.102 3.920
H -2.356 -0.201 2.979
H -2.120 3.245 -0.313
H -4.290 3.873 -1.328

---

# 6
Below is 13 unconnected molecules or ions with the total composition C6H37N2O12 at a distorted geometry, with properties calculated with wB97M-V/def2-TZVPD.

## Properties
HOMO energy in eV: -12.596
Total energy in hartree: -1262.88932
Charge: +1
LUMO energy in Eh: -0.1028
ΔE to the lowest compared entry with this formula, charge and spin in kJ/mol: 0.0
F_max in eV/A: 4.63

Element x y z (Å)
C 2.700 2.265 -0.794
C 1.791 1.098 -0.670
C 2.111 -0.308 -1.172
C 0.911 -1.203 -1.194
C 0.383 -1.679 -0.064
C 1.209 -2.282 -3.279
N 0.426 -1.749 -2.436
N 0.440 1.608 -1.284
H 2.344 3.260 -0.550
H 3.704 2.061 -0.425
H 3.024 2.673 -1.817
H 1.629 1.121 0.438
H 2.584 -0.051 -2.179
H 2.982 -0.549 -0.542
H -0.172 -2.591 0.132
H 0.586 -1.269 0.903
H 0.724 -2.679 -4.147
H 2.288 -2.602 -3.290
H 0.518 1.741 -2.326
H -0.361 0.918 -1.309
H 0.069 2.437 -0.827
H -2.852 3.328 -0.245
H -2.634 4.234 0.941
O -2.138 3.774 0.235
H -3.936 0.828 0.430
H -4.790 1.347 1.604
O -4.355 1.624 0.786
H -0.050 -0.824 3.454
H -0.679 -1.641 4.493
O 0.141 -1.632 3.960
H -3.129 -1.750 1.054
H -4.057 -1.463 -0.138
O -3.275 -1.114 0.325
H -1.571 -0.754 -2.198
H -2.465 -0.029 -1.164
O -1.683 0.089 -1.726
H 1.737 -2.733 2.557
H 2.964 -2.418 3.273
O 2.695 -2.806 2.423
H 2.503 -0.708 2.768
H 3.690 -0.111 2.191
O 2.792 0.154 2.434
H 0.048 2.159 2.405
H -1.160 2.328 1.412
O -0.906 2.116 2.330
H -2.403 -4.388 -1.637
H -1.151 -3.816 -2.301
O -2.116 -3.781 -2.342
H -2.095 -3.353 1.341
H -1.173 -2.611 2.333
O -2.092 -2.863 2.176
H -0.455 0.822 -4.814
H -1.037 0.875 -3.380
O -0.427 1.314 -3.989
H 2.040 3.185 2.209
H 1.689 4.490 1.943
O 2.442 3.909 1.689

---

# 7
Below is a single CH5N3S molecule at a distorted geometry, with properties calculated with wB97M-V/def2-TZVPD.

## Properties
HOMO energy in eV: -8.102
SMILES: N/N=C\NS
Total energy in hartree: -603.48454
Charge: 0
LUMO energy in Eh: 0.0249
ΔE to the lowest compared entry with this formula, charge and spin in kJ/mol: 161.1
F_max in eV/A: 2.18

Element x y z (Å)
C -0.769 -0.722 0.243
H -0.882 2.265 0.892
H 0.418 1.439 -0.006
H -1.327 -1.582 0.615
H 0.279 -1.968 -0.838
H 2.284 -0.226 0.078
N -0.553 1.526 0.289
N -1.234 0.381 0.589
N 0.175 -0.973 -0.761
S 1.611 -0.139 -1.101

---

# 8
Below is a molecular structure, C36H31Co2NO5P at a distorted geometry, with properties calculated with wB97M-V/def2-TZVPD.

## Properties
HOMO energy in eV: -2.462
Total energy in hartree: -4928.20127
Charge: -1
LUMO energy in Eh: 0.0922
F_max in eV/A: 5.01

Element x y z (Å)
O -2.385 2.020 3.031
C -1.704 1.340 2.397
Co -0.857 0.343 1.238
C 0.462 1.318 0.575
O 1.412 1.956 0.326
C 0.067 -0.584 2.426
O 0.684 -1.124 3.243
C -2.154 -0.640 0.502
C -2.028 0.647 -0.110
C -2.832 1.749 -0.398
C -2.446 3.061 -0.813
C -3.259 4.187 -0.502
C -2.847 5.467 -0.849
C -1.697 5.665 -1.635
C -0.956 4.556 -2.047
C -1.268 3.280 -1.564
Co -0.979 -0.789 -0.855
C 0.312 -0.039 -1.723
O 1.184 0.392 -2.361
C -1.908 -1.694 -2.034
O -2.497 -2.301 -2.828
P 0.141 -2.655 -0.256
C 1.868 -2.579 0.366
C 2.640 -3.731 0.608
C 3.962 -3.593 1.048
C 4.519 -2.315 1.213
C 3.764 -1.170 0.934
C 2.444 -1.316 0.506
C -0.765 -3.632 0.998
C -0.136 -4.130 2.148
C -0.879 -4.842 3.094
C -2.241 -5.095 2.874
C -2.869 -4.609 1.719
C -2.138 -3.857 0.790
C 0.405 -3.867 -1.612
C 0.036 -5.219 -1.517
C 0.312 -6.094 -2.581
C 0.968 -5.629 -3.725
C 1.362 -4.287 -3.808
C 1.084 -3.408 -2.754
H -3.033 -1.213 0.707
H -3.903 1.609 -0.228
H -4.202 4.014 0.030
H -3.436 6.318 -0.518
H -1.370 6.678 -1.892
H -0.108 4.695 -2.721
H -0.650 2.427 -1.843
H 2.204 -4.728 0.467
H 4.555 -4.491 1.256
H 5.549 -2.210 1.556
H 4.177 -0.164 1.056
H 1.842 -0.437 0.255
H 0.929 -3.964 2.303
H -0.368 -5.206 3.992
H -2.809 -5.681 3.599
H -3.931 -4.788 1.531
H -2.628 -3.442 -0.099
H -0.465 -5.586 -0.617
H 0.014 -7.143 -2.498
H 1.188 -6.312 -4.548
H 1.880 -3.910 -4.693
H 1.405 -2.359 -2.809
C 1.037 6.735 1.246
C 2.047 6.158 0.239
C 1.531 4.755 -0.125
N 0.293 4.589 0.573
C -0.108 5.698 1.366
H 1.498 6.846 2.233
H 0.648 7.715 0.959
H 2.155 6.771 -0.662
H 3.049 6.055 0.673
H 1.328 4.668 -1.199
H 2.249 3.964 0.131
H -0.008 3.673 0.850
H -0.296 5.391 2.411
H -1.043 6.093 0.951

---

# 9
Below is 2 unconnected molecules or ions with the total composition C5H9NS at a distorted geometry, with properties calculated with wB97M-V/def2-TZVPD.

## Properties
HOMO energy in eV: -7.610
SMILES: CC(C)=[NH+][S-].C#C
Total energy in hartree: -648.70669
Charge: 0
LUMO energy in Eh: 0.0230
ΔE to the lowest compared entry with this formula, charge and spin in kJ/mol: 384.5
F_max in eV/A: 4.23

Element x y z (Å)
C -2.940 -0.992 0.865
C -3.678 -1.270 -0.031
C 0.942 0.344 -0.153
C 0.038 1.445 -0.629
C 2.315 0.428 0.596
N 0.777 -0.896 -0.489
S 1.804 -2.240 -0.285
H -2.520 -0.865 1.812
H -4.100 -1.339 -0.982
H -0.452 1.026 -1.437
H 0.714 2.213 -0.815
H -0.629 1.796 0.231
H 3.046 1.135 0.107
H 2.704 -0.571 0.648
H 2.076 0.806 1.604
H -0.097 -1.021 -1.042

---

The highest total energy belongs to which entry?
C8H8N2O

---

Look up the charge of the first one.
0

---

Which of these has the lowest HOMO energy?
C16H30N2O3PtSi2